Record 1
ORCA calculation (ωB97M-V with the def2-TZVPD basis set) on a structure of composition C34H31CrN5O3S.

LUMO energy (alpha / beta), eV: 2.5 / 2.5
Gap between HOMO and LUMO (alpha / beta), eV: 6.63 / 6.45
ΔE to the lowest compared entry with this formula, charge and spin, eV: 0.650

```
! wB97M-V def2-TZVPD RIJCOSX def2/J DEFGRID3
* xyz -1 2
Cr 0.25 0.85 1.00
O 3.09 2.96 3.08
C 2.28 2.18 2.58
N 1.13 2.38 1.94
C 0.51 3.62 1.81
C 1.02 4.87 2.16
C 0.24 6.00 1.97
C -1.05 5.89 1.45
C -1.56 4.65 1.12
C -0.79 3.51 1.30
N -1.25 2.21 0.95
C -2.41 1.86 1.55
O -2.87 2.34 2.59
C -3.26 0.78 0.89
C -4.31 0.24 1.64
C -5.14 -0.69 1.05
C -4.90 -1.06 -0.26
C -3.84 -0.47 -0.93
N -3.04 0.44 -0.37
C 2.53 0.68 2.74
C 3.67 0.20 3.36
C 3.79 -1.18 3.54
C 2.77 -2.01 3.11
C 1.66 -1.45 2.49
N 1.56 -0.14 2.29
H 2.02 4.93 2.56
H 0.64 6.97 2.24
H -1.65 6.78 1.30
H -2.56 4.55 0.72
H -4.43 0.58 2.65
H -5.96 -1.13 1.61
H -5.52 -1.79 -0.77
H -3.62 -0.73 -1.96
H 4.41 0.91 3.69
H 4.67 -1.59 4.01
H 2.81 -3.08 3.25
H 0.83 -2.05 2.14
O -0.59 -0.98 0.47
S 0.46 -1.52 -0.54
C -0.14 -1.41 -2.22
C -0.99 -0.39 -2.58
C -1.45 -0.31 -3.89
C -1.02 -1.23 -4.84
C -0.15 -2.25 -4.47
C 0.28 -2.35 -3.16
C -0.27 -3.26 -0.37
C -1.63 -3.54 -0.40
C -2.08 -4.84 -0.19
C -1.17 -5.86 0.07
C 0.19 -5.58 0.11
C 0.63 -4.28 -0.10
H -1.30 0.33 -1.83
H -2.12 0.49 -4.17
H -1.36 -1.15 -5.86
H 0.19 -2.97 -5.20
H 0.94 -3.15 -2.86
H -2.33 -2.74 -0.58
H -3.14 -5.05 -0.21
H -1.52 -6.87 0.24
H 0.90 -6.37 0.32
H 1.69 -4.05 -0.07
C 2.98 1.96 -0.53
C 2.11 0.99 -1.33
C 1.51 1.76 -2.52
C 3.03 -0.12 -1.86
N 1.06 0.42 -0.51
H 3.79 2.35 -1.16
H 3.44 1.46 0.33
H 2.40 2.81 -0.16
H 2.29 2.34 -3.03
H 0.75 2.45 -2.16
H 1.06 1.09 -3.24
H 3.87 0.31 -2.41
H 2.50 -0.80 -2.54
H 3.43 -0.71 -1.03
*
```

Mulliken population analysis, charges in e, atoms 1 to 2: atom 1 (Cr): -0.2496, atom 2 (O): -0.8160

Record 2
ORCA calculation (ωB97M-V with the def2-TZVPD basis set) on a structure of composition C34H31MgN2PS2 in a non-equilibrium geometry.

LUMO energy, eV: -0.3
Gap between HOMO and LUMO, eV: 6.64
ΔE to the lowest compared entry with this formula, charge and spin, eV: 0.000

```
! wB97M-V def2-TZVPD RIJCOSX def2/J DEFGRID3
* xyz 0 1
Mg -1.81 0.23 1.15
C 3.11 3.25 -0.32
C 1.90 4.03 -0.77
C 2.13 5.13 -1.62
C 1.11 5.99 -1.99
C -0.18 5.68 -1.58
C -0.45 4.57 -0.78
C 0.57 3.71 -0.37
P 0.05 2.25 0.59
C 1.01 0.97 -0.33
C 2.03 0.27 0.34
C 2.82 -0.63 -0.37
C 2.63 -0.87 -1.73
C 1.59 -0.27 -2.39
C 0.73 0.61 -1.70
C -0.45 1.19 -2.46
C 0.74 2.47 2.25
C 1.40 3.64 2.67
C 1.76 3.85 4.01
C 1.35 2.95 4.98
C 0.70 1.79 4.60
C 0.36 1.51 3.26
C -0.33 0.30 2.91
H 4.00 3.90 -0.26
H 3.41 2.45 -1.02
H 2.98 2.82 0.67
H 3.18 5.33 -1.92
H 1.30 6.86 -2.65
H -1.00 6.31 -1.87
H -1.48 4.37 -0.47
H 2.29 0.41 1.38
H 3.60 -1.19 0.15
H 3.21 -1.66 -2.24
H 1.39 -0.53 -3.46
H -0.60 0.61 -3.39
H -0.29 2.23 -2.75
H -1.36 1.17 -1.85
H 1.67 4.41 1.92
H 2.33 4.75 4.25
H 1.55 3.12 6.04
H 0.44 1.04 5.35
H -1.09 -0.07 3.60
H 0.21 -0.53 2.43
N -1.59 -1.35 -0.05
S -0.59 -2.63 0.22
C -1.76 -3.82 0.83
C -3.06 -3.54 1.25
C -3.90 -4.59 1.62
C -3.43 -5.90 1.57
C -2.14 -6.16 1.15
C -1.30 -5.13 0.79
C -0.30 -3.30 -1.40
C 1.00 -3.68 -1.74
C 1.28 -4.08 -3.03
C 0.31 -4.04 -4.02
C -0.98 -3.65 -3.69
C -1.29 -3.31 -2.38
H -2.05 -1.46 -0.96
H -3.42 -2.51 1.33
H -4.94 -4.39 1.91
H -4.08 -6.73 1.82
H -1.74 -7.18 1.10
H -0.27 -5.30 0.40
H 1.82 -3.59 -0.99
H 2.30 -4.42 -3.29
H 0.56 -4.39 -5.04
H -1.73 -3.59 -4.46
H -2.32 -3.07 -2.10
S -6.31 1.58 2.00
C -4.85 1.08 1.61
N -3.77 0.70 1.28
*
```

Mulliken population analysis, charges in e, atoms 1 to 2: atom 1 (Mg): 0.5861, atom 2 (C): -1.7765

Record 3
ORCA calculation (ωB97M-V with the def2-TZVPD basis set) on a structure of composition C34H31MoN3O2PSe2.

LUMO energy (alpha / beta), eV: -4.0 / -4.1
Gap between HOMO and LUMO (alpha / beta), eV: 6.10 / 6.03
ΔE to the lowest compared entry with this formula, charge and spin, eV: 1.887

```
! wB97M-V def2-TZVPD RIJCOSX def2/J DEFGRID3
* xyz 1 1
Mo 0.74 -0.15 1.28
O 0.04 1.67 1.17
C 0.55 2.88 1.43
C 0.04 4.00 0.77
C 0.53 5.25 1.04
C 1.54 5.44 2.00
C 2.01 4.35 2.69
C 1.55 3.06 2.41
C 1.96 1.97 3.26
N 1.81 0.72 3.00
C 1.89 -0.26 4.07
C 0.43 -0.66 4.24
N -0.13 -0.79 2.89
C -0.90 -2.01 2.66
C 0.08 -3.15 2.42
C -0.27 -4.43 2.83
C 0.56 -5.52 2.63
C 1.80 -5.32 2.03
C 2.18 -4.05 1.64
C 1.34 -2.96 1.82
O 1.83 -1.75 1.39
H -0.76 3.85 0.06
H 0.13 6.11 0.51
H 1.92 6.43 2.20
H 2.76 4.48 3.46
H 2.37 2.24 4.23
H 2.34 0.15 4.97
H 2.48 -1.11 3.72
H -0.11 0.12 4.78
H 0.33 -1.60 4.79
H -1.54 -2.23 3.52
H -1.24 -4.58 3.30
H 0.25 -6.51 2.94
H 2.48 -6.15 1.88
H 3.15 -3.87 1.19
Se 2.93 0.77 0.32
P 0.85 2.36 -2.15
Se 1.51 0.25 -1.37
C -0.97 2.21 -2.23
C -1.60 3.26 -2.90
C -2.98 3.31 -2.98
C -3.75 2.30 -2.40
C -3.13 1.26 -1.74
C -1.74 1.21 -1.65
C 1.31 1.98 -3.87
C 0.53 1.22 -4.74
C 0.97 0.94 -6.02
C 2.20 1.43 -6.45
C 2.99 2.19 -5.60
C 2.54 2.47 -4.31
H -1.01 4.05 -3.36
H -3.46 4.13 -3.50
H -4.83 2.34 -2.47
H -3.72 0.47 -1.29
H -1.27 0.40 -1.12
H -0.44 0.85 -4.41
H 0.36 0.35 -6.69
H 2.55 1.21 -7.45
H 3.94 2.58 -5.94
H 3.15 3.08 -3.65
C -3.52 -4.46 -0.58
C -2.56 -3.41 -0.12
C -2.70 -2.71 1.00
C -1.73 -1.65 1.44
N -0.68 -1.26 0.46
C -0.54 -2.11 -0.64
C -1.38 -3.11 -0.94
H -4.29 -4.65 0.16
H -2.99 -5.40 -0.79
H -4.00 -4.16 -1.51
H -3.55 -2.86 1.66
H -2.29 -0.75 1.71
H 0.33 -1.97 -1.26
H -1.16 -3.72 -1.81
*
```

Mulliken population analysis, charges in e, atoms 1 to 2: atom 1 (Mo): -0.9860, atom 2 (O): -0.3763

Record 4
ORCA calculation (ωB97M-V with the def2-TZVPD basis set) on a structure of composition C34H31N3O2SiTa in a non-equilibrium geometry.

LUMO energy, eV: -4.5
Gap between HOMO and LUMO, eV: 6.67
ΔE to the lowest compared entry with this formula, charge and spin, eV: 3.070

```
! wB97M-V def2-TZVPD RIJCOSX def2/J DEFGRID3
* xyz 1 1
Ta -0.40 0.73 0.36
N -5.50 -3.35 -0.06
C -4.38 -3.26 -0.30
C -2.98 -3.07 -0.57
C -2.29 -3.85 -1.49
C -0.95 -3.58 -1.72
C -0.36 -2.54 -1.03
N -1.02 -1.79 -0.15
C -2.30 -2.05 0.08
H -2.80 -4.65 -2.02
H -0.38 -4.17 -2.42
H 0.69 -2.29 -1.18
H -2.81 -1.45 0.82
C -3.77 3.57 4.90
C -4.20 2.62 3.82
C -5.30 1.79 4.03
C -5.71 0.89 3.05
C -5.04 0.84 1.84
C -3.96 1.68 1.62
N -3.29 1.64 0.36
C -3.39 2.78 -0.51
C -4.30 3.81 -0.32
C -4.30 4.90 -1.18
C -3.40 4.97 -2.24
C -2.46 3.97 -2.41
C -2.47 2.88 -1.56
C -1.41 1.87 -1.46
O -1.63 0.63 -1.47
O -0.25 2.28 -1.04
C -3.51 2.56 2.61
C -2.31 3.45 2.39
H -4.49 3.59 5.72
H -3.67 4.59 4.52
H -2.80 3.28 5.32
H -5.83 1.84 4.97
H -6.57 0.25 3.23
H -5.36 0.16 1.06
H -3.54 0.79 -0.15
H -5.01 3.75 0.49
H -5.00 5.70 -1.01
H -3.42 5.82 -2.91
H -1.74 4.02 -3.21
H -2.61 4.48 2.22
H -1.71 3.14 1.53
H -1.66 3.43 3.27
C -0.09 0.20 2.25
H 0.57 0.67 2.98
H -0.63 -0.59 2.78
C 4.38 -3.39 0.84
C 4.54 -2.97 -0.47
C 3.79 -1.91 -0.95
C 2.86 -1.26 -0.13
C 2.70 -1.70 1.18
C 3.45 -2.76 1.66
Si 2.02 0.29 -0.80
C 3.02 1.82 -0.46
C 3.96 2.28 -1.39
C 4.76 3.38 -1.10
C 4.64 4.02 0.12
C 3.71 3.58 1.05
C 2.90 2.49 0.76
H 4.97 -4.21 1.23
H 5.26 -3.46 -1.11
H 3.94 -1.57 -1.97
H 1.97 -1.22 1.82
H 3.32 -3.09 2.69
H 1.71 0.10 -2.24
H 4.07 1.77 -2.34
H 5.48 3.73 -1.83
H 5.27 4.87 0.35
H 3.61 4.09 2.00
H 2.18 2.15 1.50
*
```

Mulliken population analysis, charges in e, atoms 1 to 2: atom 1 (Ta): 0.9073, atom 2 (N): -0.4416